[1]
Here is a gas-phase ion, C24H31N6 (charge +1) from OMol25. Energies are from ωB97M-V/def2-TZVPD.

XYZ file:
```
61
C24H31N6 ωB97M-V/def2-TZVPD
C -0.86558 -4.10127 2.59234
C -2.00074 -4.39748 1.85756
C -2.53222 -3.46331 0.98566
C -1.92975 -2.22098 0.83070
C -2.53791 -1.18299 -0.09272
C -3.31912 -1.76091 -1.25544
C -2.81773 -2.80747 -2.02250
C -3.52160 -3.27542 -3.11797
C -4.73406 -2.70357 -3.46482
C -5.24372 -1.66482 -2.70535
C -4.53862 -1.19639 -1.61029
N -1.50288 -0.24276 -0.54814
C -0.47354 -0.80559 -1.39932
C 0.75810 0.12108 -1.30613
N 0.33488 1.36385 -0.62260
C 1.45595 2.27736 -0.32461
C 2.07647 1.77883 0.93549
N 1.43624 0.90264 1.68797
N 2.21975 0.65628 2.72567
N 3.28546 1.32304 2.65114
N 3.25591 2.05638 1.53465
C 4.35234 2.92505 1.19057
C 3.93887 4.40669 1.15098
C 4.77629 4.99590 0.01844
C 4.79086 3.88434 -1.02739
C 4.96033 2.60971 -0.19460
C -0.82051 1.94275 -1.33259
C -2.01325 0.97924 -1.13595
C -0.80660 -1.92103 1.59342
C -0.27494 -2.85631 2.46343
H -0.45193 -4.83137 3.27058
H -2.48003 -5.35847 1.96465
H -3.42579 -3.70068 0.42823
H -3.22675 -0.57881 0.51435
H -1.88576 -3.28016 -1.74884
H -3.12326 -4.09360 -3.69856
H -5.28292 -3.07215 -4.31746
H -6.19312 -1.22011 -2.96185
H -4.94919 -0.39170 -1.01588
H -0.80479 -0.89964 -2.44441
H -0.21950 -1.79721 -1.02751
H 1.54359 -0.34452 -0.70970
H 1.15331 0.37001 -2.29258
H -0.02172 1.01190 0.29775
H 1.06776 3.29080 -0.17704
H 2.16482 2.29787 -1.15657
H 5.08492 2.75156 1.98191
H 4.11487 4.90023 2.10384
H 2.87612 4.49609 0.91610
H 4.36089 5.92643 -0.36118
H 5.78956 5.18794 0.36867
H 5.59481 4.00558 -1.74893
H 3.84613 3.87819 -1.57539
H 6.01889 2.38627 -0.07474
H 4.49706 1.73615 -0.65472
H -1.04931 2.92565 -0.91957
H -0.56305 2.05958 -2.38699
H -2.51996 0.81032 -2.09885
H -2.73945 1.41201 -0.44515
H -0.34674 -0.94626 1.52795
H 0.59711 -2.60142 3.04634
```

Calculated values
total charge	+1
Kohn-Sham gap	8.95	eV
HOMO	-11.39	eV
LUMO energy	-2.440	eV
structure (SMILES)	c1ccc(C(c2ccccc2)N2CC[NH+](Cc3nnnn3C3CCCC3)CC2)cc1

Mulliken charges in e: atom 1 (C): -0.538, atom 2 (C): -0.769, atom 3 (C): -0.504, atom 4 (C): 0.098, atom 5 (C): 0.008, atom 6 (C): 0.044, atom 7 (C): 0.173, atom 8 (C): -1.029, atom 9 (C): -0.436, atom 10 (C): -0.801, atom 11 (C): -0.304, atom 12 (N): 0.213, atom 13 (C): -0.679, atom 14 (C): -1.094, atom 15 (N): 0.115, atom 16 (C): -0.517, atom 17 (C): 0.123, atom 18 (N): 0.236, atom 19 (N): -0.830, atom 20 (N): -0.571, atom 21 (N): 0.559, atom 22 (C): -0.182, atom 23 (C): -0.573, atom 24 (C): -0.698, atom 25 (C): -0.370, atom 26 (C): -0.977, atom 27 (C): -0.481, atom 28 (C): -0.739, atom 29 (C): -0.575, atom 30 (C): -0.642, atom 31 (H): 0.407, atom 32 (H): 0.415, atom 33 (H): 0.483, atom 34 (H): 0.721, atom 35 (H): 0.460, atom 36 (H): 0.402, atom 37 (H): 0.417, atom 38 (H): 0.418, atom 39 (H): 0.404, atom 40 (H): 0.393, atom 41 (H): 0.504, atom 42 (H): 0.465, atom 43 (H): 0.452, atom 44 (H): 0.405, atom 45 (H): 0.455, atom 46 (H): 0.244, atom 47 (H): 0.538, atom 48 (H): 0.354, atom 49 (H): 0.225, atom 50 (H): 0.384, atom 51 (H): 0.303, atom 52 (H): 0.414, atom 53 (H): 0.164, atom 54 (H): 0.364, atom 55 (H): 0.364, atom 56 (H): 0.401, atom 57 (H): 0.415, atom 58 (H): 0.361, atom 59 (H): 0.490, atom 60 (H): 0.429, atom 61 (H): 0.489

---

[2]
Here is a single C2H3N3O2 molecule from OMol25. Energies are from ωB97M-V/def2-TZVPD.

XYZ file:
```
10
C2H3N3O2 ωB97M-V/def2-TZVPD
C 1.44151 -0.70657 -0.16454
C 1.40567 0.77850 0.03794
N 0.27273 -1.19680 0.01653
N 0.06710 0.97543 0.45591
N -0.51955 -0.28079 0.61810
O 2.16328 1.74740 -0.05587
O -1.94321 -0.36036 0.38155
H 2.15338 -1.33549 -0.56396
H -0.25408 1.71303 0.98608
H -2.34630 -1.30237 0.45983
```

Calculated values
spin multiplicity	3
total charge	0
Kohn-Sham gap (spin up / spin down)	6.72 / 7.59	eV
HOMO (spin up / spin down)	-6.15 / -10.19	eV
LUMO energy (spin up / spin down)	0.568 / -2.597	eV

Mulliken charges in e: atom 1 (C): -0.391, atom 2 (C): 0.506, atom 3 (N): -0.585, atom 4 (N): -0.112, atom 5 (N): 0.491, atom 6 (O): -0.569, atom 7 (O): -0.461, atom 8 (H): 0.467, atom 9 (H): 0.257, atom 10 (H): 0.398

---

[3]
Here is a single C4H6O2S4 molecule from OMol25. Energies are from ωB97M-V/def2-TZVPD.

XYZ file:
```
16
C4H6O2S4 ωB97M-V/def2-TZVPD
C -1.56542 -0.48603 0.45711
C -0.94763 0.39671 1.23987
C -2.10311 -0.23442 -0.81463
C -2.71504 0.86533 -1.19766
O 3.97848 0.37637 -0.28080
O 3.46646 -2.01319 0.48750
S -0.17409 1.92176 0.60155
S 2.55539 0.41646 -0.55499
S 1.93572 -1.60117 -0.00520
S 1.74925 1.71180 1.01636
H -1.52591 -1.51141 0.79174
H -0.58979 -0.06084 2.25952
H -1.97779 -1.06490 -1.46917
H 4.02181 -1.18921 0.08303
H -2.79817 1.55326 -0.51876
H -3.31016 0.91947 -2.09549
```

Calculated values
total charge	0
Kohn-Sham gap	8.35	eV
HOMO	-8.62	eV
LUMO energy	-0.268	eV

Mulliken charges in e: atom 1 (C): -0.110, atom 2 (C): -0.475, atom 3 (C): -0.160, atom 4 (C): -0.812, atom 5 (O): -0.589, atom 6 (O): -0.491, atom 7 (S): 0.018, atom 8 (S): 0.462, atom 9 (S): 0.124, atom 10 (S): -0.081, atom 11 (H): 0.405, atom 12 (H): 0.314, atom 13 (H): 0.322, atom 14 (H): 0.446, atom 15 (H): 0.366, atom 16 (H): 0.260

---

[4]
Here is 8 unconnected molecules or ions with the total composition C14H46N6O10 from OMol25. Energies are from ωB97M-V/def2-TZVPD.

XYZ file:
```
76
C14H46N6O10 ωB97M-V/def2-TZVPD
C 17.47393 -14.63230 0.34142
O 16.89552 -15.86099 -0.02860
C 16.39712 -16.54709 1.16006
C 15.52488 -17.78098 0.72494
N 14.42483 -17.27585 -0.08542
C 13.57027 -18.36714 -0.59851
C 12.33920 -17.74636 -1.19399
O 12.63859 -17.32245 -2.59222
C 12.70661 -18.34388 -3.54177
H 16.68582 -13.92864 0.60946
H 18.02625 -14.18697 -0.48606
H 18.12000 -14.68863 1.21750
H 15.77764 -16.03017 1.89296
H 17.23576 -16.79996 1.80879
H 15.17454 -18.30005 1.61709
H 16.19989 -18.44381 0.18354
H 14.83704 -16.70193 -0.80709
H 13.19737 -18.89807 0.27736
H 14.07220 -19.04099 -1.29284
H 12.09200 -16.84811 -0.62818
H 11.47644 -18.41065 -1.24353
H 13.74161 -18.28001 -3.87762
H 12.09073 -18.17415 -4.42493
H 12.52579 -19.36223 -3.19773
C 17.93359 -17.47157 -8.35788
O 17.13714 -18.61454 -8.13725
C 17.82044 -19.77537 -7.74407
C 16.94959 -21.01887 -7.86986
N 16.21311 -20.98157 -9.12783
C 15.29575 -22.11385 -9.14570
C 14.33823 -21.95199 -10.33183
O 13.60455 -20.77647 -10.17980
C 12.30035 -20.77473 -10.84868
H 17.48151 -16.85901 -9.13793
H 18.85794 -17.85677 -8.78833
H 18.23253 -16.97898 -7.43263
H 18.03687 -19.58148 -6.69352
H 18.71950 -19.92628 -8.34158
H 16.23849 -20.95253 -7.04642
H 17.46033 -21.97996 -7.92941
H 15.60828 -20.17285 -9.11204
H 14.71049 -22.22744 -8.23319
H 15.87989 -23.03215 -9.20583
H 13.68097 -22.82106 -10.36044
H 14.97324 -21.94077 -11.21768
H 11.85361 -19.79550 -10.67653
H 11.64399 -21.49055 -10.35382
H 12.34296 -20.98451 -11.91746
N 20.68742 -23.01919 -0.80094
C 21.40726 -23.88495 -0.06022
N 22.61242 -23.47403 0.18506
O 20.94754 -24.89018 0.46537
H 21.09803 -22.19542 -1.21676
H 19.75285 -23.20896 -1.13361
H 22.78033 -22.57743 -0.24853
H 23.13893 -23.85291 0.95923
N 15.64377 -14.11615 -4.00444
C 14.83847 -13.13634 -4.27163
N 14.00504 -13.43796 -5.21132
O 14.72673 -12.13434 -3.61417
H 16.22927 -14.11440 -3.18147
H 15.75652 -14.88415 -4.65064
H 13.31026 -12.76422 -5.50020
H 13.83150 -14.41632 -5.39244
O 22.53071 -16.66536 -0.74913
H 21.63253 -16.38874 -0.56751
H 23.07371 -15.94977 -0.41849
O 25.72769 -12.64132 -0.01752
H 26.20189 -12.95839 -0.78617
H 26.41078 -12.31429 0.56786
O 26.76849 -18.81554 -1.63737
H 27.25069 -18.19283 -2.18138
H 25.89186 -18.43883 -1.56092
O 23.55694 -17.74765 5.11905
H 24.47957 -17.49646 5.16267
H 23.13217 -17.02244 4.66094
```

Calculated values
total charge	0
Kohn-Sham gap	9.02	eV
HOMO	-9.02	eV
LUMO energy	0.007	eV
structure (SMILES)	COCCNCCOC.COCCNCCOC.NC(N)=O.NC(N)=O.O.O.O.O

Mulliken charges in e: atom 1 (C): -0.811, atom 2 (O): -0.334, atom 3 (C): -0.691, atom 4 (C): -0.717, atom 5 (N): -0.220, atom 6 (C): -0.392, atom 7 (C): -0.742, atom 8 (O): -0.382, atom 9 (C): -0.756, atom 10 (H): 0.333, atom 11 (H): 0.241, atom 12 (H): 0.346, atom 13 (H): 0.373, atom 14 (H): 0.511, atom 15 (H): 0.394, atom 16 (H): 0.332, atom 17 (H): 0.170, atom 18 (H): 0.374, atom 19 (H): 0.343, atom 20 (H): 0.357, atom 21 (H): 0.401, atom 22 (H): 0.231, atom 23 (H): 0.267, atom 24 (H): 0.364, atom 25 (C): -0.772, atom 26 (O): -0.257, atom 27 (C): -0.604, atom 28 (C): -0.591, atom 29 (N): -0.380, atom 30 (C): -0.786, atom 31 (C): -0.501, atom 32 (O): -0.292, atom 33 (C): -0.775, atom 34 (H): 0.266, atom 35 (H): 0.323, atom 36 (H): 0.267, atom 37 (H): 0.351, atom 38 (H): 0.436, atom 39 (H): 0.291, atom 40 (H): 0.359, atom 41 (H): 0.283, atom 42 (H): 0.404, atom 43 (H): 0.406, atom 44 (H): 0.428, atom 45 (H): 0.279, atom 46 (H): 0.244, atom 47 (H): 0.321, atom 48 (H): 0.298, atom 49 (N): -0.373, atom 50 (C): 0.620, atom 51 (N): -0.353, atom 52 (O): -0.648, atom 53 (H): 0.149, atom 54 (H): 0.207, atom 55 (H): 0.165, atom 56 (H): 0.233, atom 57 (N): -0.349, atom 58 (C): 0.714, atom 59 (N): -0.430, atom 60 (O): -0.659, atom 61 (H): 0.168, atom 62 (H): 0.160, atom 63 (H): 0.225, atom 64 (H): 0.181, atom 65 (O): -0.639, atom 66 (H): 0.312, atom 67 (H): 0.326, atom 68 (O): -0.637, atom 69 (H): 0.319, atom 70 (H): 0.318, atom 71 (O): -0.638, atom 72 (H): 0.317, atom 73 (H): 0.320, atom 74 (O): -0.635, atom 75 (H): 0.319, atom 76 (H): 0.316

---

[5]
Here is a molecular structure, C4H7O2Tl from OMol25. Energies are from ωB97M-V/def2-TZVPD.

XYZ file:
```
14
C4H7O2Tl ωB97M-V/def2-TZVPD
C 0.78821 0.12095 0.47522
C -0.36789 -0.46070 0.11238
C -1.58922 0.33818 -0.07866
O -2.15629 0.33928 -1.22027
Tl -4.85914 0.20997 -1.25573
H 0.77319 1.15208 0.84877
H -0.38801 -1.50083 -0.22902
H -1.54611 1.30421 0.46840
H -3.47052 0.21764 0.56378
O 3.12735 0.41250 -0.07054
C 2.14260 -0.50730 0.35057
H 2.09901 -1.38713 -0.31125
H 2.99237 0.62158 -0.99958
H 2.45445 -0.86044 1.34594
```

Calculated values
total charge	0
Kohn-Sham gap	7.00	eV
HOMO	-7.17	eV
LUMO energy	-0.171	eV

Mulliken charges in e: atom 1 (C): -0.171, atom 2 (C): -0.025, atom 3 (C): -0.180, atom 4 (O): -0.493, atom 5 (Tl): 0.418, atom 6 (H): 0.278, atom 7 (H): 0.307, atom 8 (H): 0.245, atom 9 (H): -0.242, atom 10 (O): -0.513, atom 11 (C): -0.466, atom 12 (H): 0.288, atom 13 (H): 0.299, atom 14 (H): 0.254

---

Short version: ΔE to the lowest compared entry with this formula, charge and spin = 0.0, 206.3, 254.6, 134.0, 236.1 kJ/mol, in the order given.
Short version: F_max = 1.6, 5.8, 5.6, 5.4, 3.8 eV/Å, in the order given.